(A)
C3H10N2O2 | the ωB97M-V functional and the def2-TZVPD basis

SMILES string = CCNC(N)=O.O
total charge = 0
multiplicity = 1
LUMO energy = 0.73 eV

The geometry in XYZ format:
```
17
Properties=species:S:1:pos:R:3:nbo_charge:R:1
C 1.561 1.687 0.069 -0.616
C 1.167 0.471 -0.731 -0.214
N 0.133 -0.224 0.042 -0.649
C -0.911 -0.944 -0.457 0.782
N -1.334 -0.679 -1.716 -0.841
O -1.270 -1.983 0.128 -0.686
H 1.866 1.388 1.074 0.208
H 0.691 2.358 0.114 0.209
H 2.393 2.307 -0.318 0.218
H 0.933 0.656 -1.776 0.206
H 2.045 -0.186 -0.705 0.185
H 0.134 -0.132 1.047 0.417
H -1.796 -1.443 -2.181 0.406
H -1.386 0.198 -2.186 0.398
O -1.628 -0.777 2.612 -0.965
H -1.410 -1.276 1.792 0.481
H -1.187 -1.420 3.191 0.458
```

---

(B)
C3H10N2O2 | the ωB97M-V functional and the def2-TZVPD basis

SMILES string = COC(NN)OC
total charge = 0
multiplicity = 1
LUMO energy = 0.97 eV

The geometry in XYZ format:
```
17
Properties=species:S:1:pos:R:3:nbo_charge:R:1
C -1.970 -0.847 0.819 -0.261
O -1.177 -0.503 -0.244 -0.546
C 0.022 0.154 0.034 0.499
N 0.894 -0.995 1.035 -0.490
N 2.014 -0.449 1.583 -0.648
O 0.727 0.285 -1.143 -0.558
C 0.177 1.192 -2.182 -0.248
H -2.284 0.075 1.379 0.151
H -1.344 -1.305 1.575 0.205
H -2.757 -1.451 0.407 0.198
H -0.040 1.004 0.726 0.125
H 1.114 -1.672 0.318 0.350
H 2.710 -0.162 0.797 0.317
H 1.774 0.479 2.133 0.342
H 1.081 1.612 -2.562 0.195
H -0.576 1.841 -1.694 0.183
H -0.364 0.741 -2.979 0.186
```

---

(C)
C3H10N2O2 | the ωB97M-V functional and the def2-TZVPD basis

total charge = 0
multiplicity = 1
LUMO energy = 0.73 eV

The geometry in XYZ format:
```
17
Properties=species:S:1:pos:R:3:nbo_charge:R:1
C -0.362 -0.451 -0.521 0.134
C 0.581 1.961 0.387 -0.416
C -1.735 -0.091 -0.008 -0.637
N 0.618 -0.853 0.409 0.146
N 0.541 0.917 -0.616 -0.637
O 1.737 -1.377 -0.260 -0.557
O -0.500 -2.365 0.451 -0.831
H 2.411 -1.352 0.438 0.485
H 0.093 -3.000 0.022 0.442
H 1.406 0.796 -1.130 0.375
H -0.318 -0.902 -1.508 0.217
H -0.297 1.923 1.032 0.204
H 0.579 2.942 -0.101 0.194
H 1.475 1.888 1.016 0.176
H -2.401 -0.937 -0.173 0.251
H -1.723 0.092 1.067 0.228
H -2.104 0.809 -0.506 0.226
```

---

(D)
C3H10N2O2 | the ωB97M-V functional and the def2-TZVPD basis

total charge = 0
multiplicity = 1
LUMO energy = 0.74 eV

The geometry in XYZ format:
```
17
Properties=species:S:1:pos:R:3:nbo_charge:R:1
C -0.526 -0.738 0.845 0.174
C -1.890 -0.882 0.382 -0.709
C 0.591 -1.411 0.117 -0.664
O -0.652 1.026 0.319 -0.459
O 0.279 2.123 0.447 -0.500
H -0.036 2.589 1.235 0.462
H -0.387 -0.614 1.917 0.202
H -1.986 0.292 0.072 0.333
H 0.616 -2.464 0.416 0.234
H -2.627 -1.084 1.153 0.233
H -2.004 -1.436 -0.547 0.226
H 1.554 -0.969 0.370 0.234
H 0.449 -1.369 -0.962 0.236
N 2.402 1.029 -1.361 -0.306
N 1.441 0.916 -2.115 -0.303
H 0.594 1.423 -1.788 0.302
H 2.182 1.571 -0.500 0.305
```

---

Least stable: (D)